Entry 1:
Entry from the Open Molecules 2025 dataset: the ion C2H7N6S2 with charge +1 (ωB97M-V/def2-TZVPD).

Structure (XYZ):
```
17
Properties=species:S:1:pos:R:3:forces:R:3:lowdin_charge:R:1
S -1.7893 -1.2798 -1.9320 0.652 -1.053 -1.025 0.858
S -0.4680 -2.4900 0.4650 -0.124 -0.161 -0.844 0.832
N -0.2268 0.5329 0.0524 -0.917 -1.663 -1.109 0.040
N -2.2886 0.5158 0.9629 -2.135 -0.720 1.349 0.018
N 1.6795 1.7572 0.4800 -0.749 1.772 2.166 0.167
N -2.4511 -0.6496 0.5365 1.136 0.823 -1.089 -0.029
N 1.7309 -0.2401 -0.7254 1.344 -0.744 -2.071 0.167
N -1.1731 1.1202 0.8463 1.922 -3.910 -2.554 0.009
C 1.0558 0.7377 -0.1473 -2.072 1.291 3.748 -0.504
C -1.4139 -1.1807 -0.2637 0.639 -0.596 1.443 -1.079
H -0.2826 -1.9370 1.6617 -0.201 0.253 0.233 -0.095
H -1.1845 1.9811 1.1730 0.262 5.133 1.589 0.102
H 1.1453 -0.7244 -1.4291 1.293 0.062 0.624 0.108
H 2.7840 -0.2656 -0.7371 -1.980 0.112 -0.281 0.167
H -0.9375 -2.3406 -2.3395 -0.829 1.181 0.750 -0.044
H 1.2983 2.3776 1.3127 0.801 -2.153 -2.741 0.188
H 2.5216 2.0853 0.0837 0.957 0.373 -0.190 0.094
```
Forces are in eV/Å.

Output
E_HOMO = -12.80 eV
strongest force on any atom = 5.38 eV Å⁻¹
LUMO = -4.032 eV
HOMO-LUMO gap = 8.8 eV
charge = +1

=====

Entry 2:
Entry from the Open Molecules 2025 dataset: a structure of composition C3H12O3Rb (ωB97M-V/def2-TZVPD).

Structure (XYZ):
```
19
Properties=species:S:1:pos:R:3:forces:R:3:lowdin_charge:R:1
Rb -0.6247 1.2055 -0.3739 0.124 -0.129 -0.061 1.049
O 0.2742 -0.4206 1.9150 0.052 -0.031 -0.025 -0.237
O 1.8144 2.3448 -1.5348 -0.223 0.045 -0.050 -0.242
O -2.9288 -0.6132 0.0987 0.392 0.234 -0.110 -0.225
C -2.8325 -2.0422 0.2338 -0.190 0.315 -0.084 -0.113
C 2.0081 2.7233 -2.9106 0.269 0.011 0.217 -0.117
C 1.1686 -1.5183 2.1938 -0.209 -0.029 -0.077 -0.109
H -2.0928 -2.3132 0.9852 0.016 -0.094 0.018 0.075
H 3.0146 2.4678 -3.2434 -0.029 -0.052 0.003 0.089
H -0.1283 -0.1508 2.7454 0.031 -0.064 0.075 0.078
H -3.8061 -2.4671 0.4729 0.026 -0.044 0.107 0.089
H 1.7799 -1.6687 1.3091 0.057 0.076 0.001 0.085
H 2.4133 2.8665 -0.9922 0.074 -0.035 -0.040 0.082
H 1.2926 2.1613 -3.5020 -0.065 0.032 -0.043 0.082
H 1.8050 -1.3027 3.0496 0.061 0.067 -0.033 0.089
H -2.5311 -2.4155 -0.7404 0.074 -0.053 0.010 0.088
H -3.0986 -0.2114 0.9551 -0.284 -0.298 0.123 0.066
H 1.8576 3.7940 -3.0458 -0.123 -0.020 -0.050 0.088
H 0.6147 -2.4394 2.3845 -0.052 0.068 0.018 0.084
```
Forces are in eV/Å.

Output
E_HOMO = -14.15 eV
strongest force on any atom = 0.47 eV Å⁻¹
LUMO = -3.278 eV
HOMO-LUMO gap = 10.9 eV
charge = +1

=====

Entry 3:
Entry from the Open Molecules 2025 dataset: a cluster of 2 separate species, C3H8B5F4I2O5 in total (ωB97M-V/def2-TZVPD).

Structure (XYZ):
```
27
Properties=species:S:1:pos:R:3:forces:R:3:lowdin_charge:R:1
I -3.0807 -1.6409 1.6447 -0.453 -0.057 0.368 0.911
I -2.5803 -2.1081 -2.1286 -0.012 -0.093 -0.090 0.786
F 2.5754 -3.0633 -0.2482 0.078 -0.098 -0.001 0.127
F 0.7538 -2.7470 1.1319 0.024 0.035 -0.354 0.110
F 0.9724 -1.5444 -0.8654 -0.113 0.012 0.122 0.088
F 2.3164 -1.0964 0.9149 0.003 0.230 0.201 0.126
O 1.5561 1.6309 1.8668 0.597 -0.840 -0.304 0.236
O -0.1040 0.0362 2.4415 0.231 -0.934 -0.359 0.237
O 1.4172 2.2437 -2.0640 0.400 -0.398 -0.078 0.127
O 3.0935 1.0169 -0.9032 -0.247 -0.400 0.254 0.181
O -0.3928 1.4351 0.5779 0.466 -0.832 -0.957 0.258
C -2.9978 0.6873 -1.0079 0.025 0.023 -0.116 -0.175
C -1.9501 -0.4169 -0.9505 -0.177 0.224 0.130 -0.825
C -1.5331 -0.8596 0.4387 0.029 0.174 -0.225 -0.703
B 0.9982 1.6298 0.5987 -0.161 1.013 0.396 -0.361
B 1.9018 1.6663 -0.8870 -0.234 0.510 0.246 -0.473
B -0.6874 0.2202 1.2012 -0.150 0.867 0.725 -0.684
B 1.2112 0.4689 2.5674 -0.254 0.480 -0.135 -0.323
B 1.6599 -2.1418 0.2371 0.089 -0.097 -0.051 -1.227
H 2.0088 -0.1055 3.2226 -0.161 0.220 0.445 0.120
H -3.5629 0.6568 -1.9368 0.020 0.024 -0.024 0.043
H -0.8807 -1.7135 0.3410 0.226 -0.201 0.103 0.029
H -2.4954 1.6537 -0.9543 -0.006 0.011 0.163 0.078
H 1.3603 3.1944 -1.9982 -0.459 0.242 0.046 0.085
H 3.1778 0.3852 -1.6210 0.304 0.052 -0.359 0.118
H -1.0360 -0.0853 -1.4384 -0.014 -0.166 -0.140 0.073
H -3.7015 0.5974 -0.1808 -0.051 -0.001 -0.009 0.040
```
Forces are in eV/Å.

Output
E_HOMO = -6.25 eV
strongest force on any atom = 1.35 eV Å⁻¹
LUMO = 2.455 eV
HOMO-LUMO gap = 8.7 eV
charge = -1

=====

Entry 4:
Entry from the Open Molecules 2025 dataset: the ion C4H5N2O3 with charge -1 (ωB97M-V/def2-TZVPD).

Structure (XYZ):
```
14
Properties=species:S:1:pos:R:3:forces:R:3:lowdin_charge:R:1
O 2.6664 0.5610 0.3425 -0.736 0.786 -1.006 0.048
O 0.9026 -2.0322 0.7491 0.650 -0.168 -0.152 -0.069
O 1.0659 -0.5018 -1.0690 0.620 -0.086 -1.239 0.062
N -0.6567 1.6430 -0.0217 0.173 0.990 0.124 -0.034
N 0.5016 1.3479 0.3199 0.715 4.122 0.589 0.037
C 1.3146 0.3742 0.0199 0.966 -2.027 0.292 -0.543
C 0.5605 -1.0085 0.1331 -3.868 0.293 1.103 -0.572
C -1.1503 -0.5471 0.2347 2.136 -1.952 -0.372 -0.088
C -1.4352 0.6280 -0.6812 -1.859 -0.619 0.712 -0.277
H -2.5128 1.0158 -0.6535 1.242 -0.648 0.167 0.104
H -1.2626 0.3974 -1.7269 0.551 -0.036 -0.200 0.093
H 2.9537 -0.0358 1.0200 -0.221 -0.853 0.544 0.074
H -1.6757 -1.4680 0.0279 -0.157 -0.288 -0.406 0.075
H -1.2718 -0.3740 1.3052 -0.213 0.484 -0.155 0.090
```
Forces are in eV/Å.

Output
E_HOMO = -3.29 eV
strongest force on any atom = 4.22 eV Å⁻¹
SMILES = [O-][C@@]12CCN=N[C@]1(O)O2
LUMO = 4.090 eV
HOMO-LUMO gap = 7.4 eV
charge = -1